# 1
The following is a quantum chemistry calculation of a structure of composition C34H97BrN7O21P2S, from OMol25.

Last column: Löwdin charge in e.
Positions of all 163 atoms, in Å:
H (-9.180, 8.018, -4.747)  0.065
H (2.003, -11.782, 3.321)  0.075
H (9.669, 4.158, -0.061)  0.079
O (-1.179, 5.475, 3.472)  -0.140
C (-2.727, 0.281, 3.278)  0.002
O (-1.449, 0.996, -4.555)  -0.132
H (4.498, -1.667, 0.470)  0.101
H (-4.315, 0.947, -0.196)  0.099
H (6.945, 4.724, 0.459)  0.059
H (-8.177, 9.433, -5.130)  0.079
O (4.279, -2.556, 2.735)  -0.142
H (-0.762, -6.457, 4.288)  0.084
H (-9.642, 7.167, -1.142)  0.079
H (0.710, -10.937, 2.443)  0.074
O (3.145, -4.800, 2.008)  -0.157
O (3.080, 1.313, -7.568)  -0.126
N (1.221, -1.260, 1.928)  -0.003
C (1.796, -2.431, 1.251)  -0.641
H (-4.248, 0.355, -4.432)  0.068
H (-0.115, -0.579, -4.334)  0.062
H (-9.629, 2.781, -2.833)  0.081
O (6.290, -3.796, 4.603)  -0.128
H (1.818, -2.310, -0.954)  0.091
H (3.540, -0.427, -6.537)  0.074
H (5.455, 0.772, 2.247)  0.056
H (-3.128, -7.482, -2.225)  0.068
H (3.579, 3.087, -2.736)  0.068
H (2.988, 1.766, -3.775)  0.061
H (-0.695, -1.886, 2.382)  0.141
O (4.925, 2.318, -4.120)  -0.145
C (4.445, -3.443, -0.825)  -0.654
C (5.377, 1.582, 1.519)  -0.386
O (2.113, -3.382, 3.738)  -0.256
H (1.917, -9.002, 2.810)  0.032
C (0.453, 2.591, 2.859)  0.002
H (-2.972, -8.947, -0.445)  0.070
H (7.558, 1.754, -3.349)  0.077
H (-12.668, 8.846, -0.326)  0.077
H (4.019, -5.032, 2.369)  0.099
H (-0.563, 2.702, 3.223)  0.091
C (-4.640, 0.669, 1.930)  -0.084
H (-3.836, -6.728, 0.410)  0.071
H (-3.295, -5.330, 1.365)  0.075
C (3.489, 1.021, 4.221)  -0.014
H (5.745, -4.791, -0.078)  0.096
H (-3.723, -5.134, -0.361)  0.083
H (-12.962, 6.112, 0.349)  0.072
O (-4.433, 1.440, -2.670)  -0.143
N (3.367, -4.364, -1.084)  0.092
H (6.888, -4.495, 6.430)  0.082
N (5.293, -3.346, -2.046)  0.074
O (7.987, 0.108, -2.162)  -0.139
C (-1.053, -0.342, -4.845)  -0.150
C (-8.418, 8.701, -4.364)  -0.167
H (5.730, 1.070, -0.621)  0.045
C (-3.891, 0.764, 0.788)  -0.053
C (4.034, 0.465, -6.934)  -0.157
P (3.604, 1.849, 1.023)  1.055
H (0.487, 2.308, 1.808)  0.067
C (3.926, -2.032, -0.386)  -0.069
H (3.360, 3.843, 2.521)  0.044
N (2.178, -0.456, 0.025)  -0.431
H (-1.852, 0.624, 0.062)  0.102
H (-8.240, 3.842, -3.139)  0.069
H (-1.833, -1.041, -4.531)  0.076
C (-3.273, -5.801, 0.378)  -0.143
H (-1.235, 6.541, 5.256)  0.078
O (2.405, -9.828, 2.890)  -0.134
C (-0.754, -6.930, 3.302)  -0.131
C (-1.430, 5.535, 4.877)  -0.146
H (3.180, 3.396, -4.450)  0.090
H (-1.440, -5.283, -0.023)  -0.033
C (1.467, -10.840, 3.226)  -0.166
C (6.276, 1.350, 0.277)  -0.138
H (-4.500, -9.645, -1.026)  0.080
Br (0.560, -3.877, 0.748)  0.963
H (-0.906, -0.431, -5.918)  0.082
C (1.163, 1.636, 3.796)  -0.420
H (-8.795, 9.221, -3.478)  0.077
H (-10.543, 6.853, -3.244)  0.067
H (1.073, -6.415, 2.902)  0.052
H (-13.556, 7.478, 1.316)  0.078
H (-7.482, 7.338, -3.363)  0.058
H (4.151, -1.365, -1.222)  0.115
C (8.008, 4.938, 0.568)  -0.157
C (7.334, 0.686, -3.293)  -0.156
H (-6.938, 2.216, -2.142)  0.042
O (-0.611, 0.137, 2.241)  -0.092
H (2.684, 0.819, -8.290)  0.072
H (-1.581, 1.059, -3.604)  0.056
H (6.365, -2.799, 6.427)  0.076
C (6.162, -3.795, 6.025)  -0.141
O (0.584, -7.244, 2.929)  -0.131
H (-5.715, 0.774, 1.842)  0.117
H (3.201, 0.890, 5.260)  0.105
H (-14.247, 7.154, -0.296)  0.079
C (-4.992, 0.580, -3.668)  -0.130
H (-5.858, 1.059, -4.128)  0.074
O (-3.945, -7.916, -1.964)  -0.136
S (1.112, 0.338, -1.025)  0.885
C (-2.535, 0.594, 0.903)  -0.013
C (-0.222, -1.122, 1.760)  -0.207
H (-4.162, 2.251, -3.113)  0.081
H (1.842, 1.125, -1.858)  -0.139
C (-3.586, -9.141, -1.330)  -0.155
H (-1.335, -7.848, 3.343)  0.086
H (6.264, 0.554, -3.177)  0.050
H (-3.036, -9.783, -2.021)  0.078
H (5.450, 3.123, -4.096)  0.086
H (-2.464, 5.258, 5.092)  0.079
N (5.297, -3.941, 0.246)  0.087
H (5.158, -4.113, 6.318)  0.080
C (-8.561, 2.803, -3.035)  -0.151
H (2.914, -4.121, -1.955)  0.087
C (2.411, -1.912, -0.139)  -0.312
C (2.007, -0.227, 1.383)  -0.354
C (-1.995, 0.341, 2.134)  -0.286
H (4.723, -3.181, -2.869)  0.071
C (3.268, 3.612, 1.460)  -0.251
N (2.551, 0.762, 2.022)  -0.084
H (-0.554, -1.210, 0.716)  0.105
H (-11.039, 6.063, -1.138)  0.055
H (5.994, -3.242, 0.470)  0.086
H (5.726, 2.476, 2.044)  0.073
O (8.735, 3.958, -0.167)  -0.132
H (8.212, 5.938, 0.180)  0.081
H (-8.361, 2.259, -3.963)  0.072
O (-1.927, -6.109, 0.004)  -0.158
H (6.890, 2.248, 0.141)  0.052
H (2.267, 3.829, 1.086)  0.030
H (-4.701, 0.398, 4.041)  0.117
H (0.903, 3.586, 2.938)  0.081
H (6.982, 0.565, 0.545)  0.075
O (-9.982, 6.145, -2.917)  -0.138
H (4.812, 0.173, -7.644)  0.079
C (3.595, 2.669, -3.749)  -0.143
O (-7.239, 7.977, -4.039)  -0.124
H (-9.389, 5.406, -1.100)  0.077
H (5.648, -3.177, 4.248)  0.014
H (-1.774, 6.098, 3.046)  0.075
H (4.488, 1.017, -6.115)  0.052
H (-5.306, -0.343, -3.187)  0.088
C (-10.020, 6.203, -1.490)  -0.140
H (3.673, -5.327, -1.076)  0.099
H (3.945, 1.999, 4.036)  0.088
C (-13.335, 7.133, 0.304)  -0.149
H (5.945, -2.575, -1.928)  0.069
H (8.932, 0.233, -2.276)  0.078
H (-1.199, -6.260, 2.564)  0.048
O (-12.327, 7.948, -0.292)  -0.141
H (-2.256, 0.106, 4.235)  0.134
H (0.981, -10.610, 4.179)  0.075
H (7.659, 0.192, -4.212)  0.084
H (3.940, 4.209, 0.840)  0.048
O (0.787, 1.537, 4.948)  0.107
H (-0.763, 4.833, 5.371)  0.074
H (4.184, -2.132, 3.603)  0.076
H (4.203, 0.228, 3.992)  0.073
C (-4.085, 0.451, 3.153)  -0.067
O (-7.879, 2.185, -1.944)  -0.133
H (8.274, 4.898, 1.628)  0.081
P (2.875, -3.306, 2.494)  0.412
N (2.289, 0.813, 3.410)  -0.057

## Properties
Charge: +1
Energy: -189700.8140 eV
Maximum force: 0.048 Eh/bohr
LUMO energy: -0.1410 Ha
HOMO: -10.90 eV
Frontier orbital gap: 7.06 eV


# 2
The following is a quantum chemistry calculation of a structure of composition C35H109N23O17, from OMol25.

Last column: Löwdin charge in e.
Positions of all 184 atoms, in Å:
H (2.424, 2.207, 1.680)  0.071
N (3.400, 1.273, 4.163)  0.163
O (-2.447, 5.417, 0.339)  0.008
H (4.659, 4.897, 0.310)  0.057
H (-0.905, 3.912, -4.279)  0.060
H (-0.534, -1.668, 0.652)  0.085
C (-2.781, -4.765, 3.499)  -0.076
H (-3.638, -3.762, -1.693)  0.074
H (-0.967, -8.738, 3.159)  0.090
H (-5.862, -1.349, 1.472)  0.069
H (8.203, 6.076, 0.590)  0.083
H (-0.110, -5.510, -1.006)  0.145
H (-0.450, 2.391, 4.965)  0.093
H (-0.943, 6.177, 2.552)  0.069
N (-3.836, -2.583, 0.894)  0.186
H (-5.938, 0.805, 0.810)  0.105
C (-2.236, -2.337, -2.282)  -0.680
N (-0.859, 0.798, -1.609)  0.041
H (-2.117, -0.884, 2.025)  0.072
H (2.668, 0.021, -4.266)  0.092
C (0.915, 0.523, 0.061)  -0.175
H (-4.635, 2.866, 0.794)  0.131
N (-1.272, -3.229, -1.971)  0.148
H (2.153, 1.507, -2.469)  0.042
N (4.165, -1.505, -0.375)  0.106
H (1.822, 6.302, 1.522)  0.065
O (1.144, 1.918, 0.080)  -0.223
H (4.053, -1.012, 4.315)  0.083
H (-3.117, 2.593, -0.062)  0.063
H (3.697, 4.350, -4.486)  0.082
H (6.355, 0.460, -1.424)  0.111
H (1.105, 0.084, 1.051)  0.117
C (2.316, 3.492, -3.044)  -0.385
H (2.846, -1.597, 5.485)  0.111
C (-5.158, 2.257, -4.429)  -0.322
C (2.438, 2.218, 0.587)  -0.083
H (-1.942, -3.441, 2.003)  0.083
H (2.790, -5.684, 2.353)  0.145
N (-5.586, -1.974, 2.201)  0.192
H (2.499, -1.255, 2.325)  0.100
H (-1.082, 5.674, -4.033)  0.083
H (1.023, -1.206, -5.230)  0.090
H (-3.637, -1.207, 5.012)  0.111
H (0.866, 2.075, -4.676)  0.028
N (3.315, -0.870, 4.980)  0.161
C (3.167, -1.555, 1.514)  -0.136
O (1.845, 0.689, 5.701)  0.016
N (-3.146, -1.098, 4.144)  0.177
C (-3.404, -0.005, 3.347)  -0.698
C (-1.601, -3.993, 2.882)  -0.337
H (-4.495, 2.284, -5.297)  0.106
H (2.733, 3.187, -5.215)  0.061
C (-0.787, -5.753, -0.189)  -0.322
H (-1.869, 0.804, -1.749)  0.036
H (6.621, -0.869, -0.376)  0.102
H (1.632, 0.043, -0.616)  0.103
H (0.935, 2.313, -2.022)  0.041
H (-3.190, -5.572, 2.892)  0.091
C (-0.682, -8.660, 2.110)  -0.093
H (-1.978, 0.453, -4.211)  0.088
C (6.239, 6.278, 0.804)  -0.342
O (-1.057, -3.039, 3.809)  -0.077
H (3.378, -5.126, -0.581)  0.091
H (4.545, -5.067, 0.681)  0.073
C (1.057, 5.746, 3.322)  -0.419
C (-0.560, 0.263, -0.274)  -0.334
H (-0.532, 7.002, 4.099)  0.082
H (-1.454, 1.968, 3.612)  0.074
O (-4.386, -3.805, 2.748)  -0.015
H (-1.267, 0.748, 0.393)  0.101
H (-2.496, -6.366, -1.268)  0.097
H (-2.306, -5.210, 4.377)  0.077
N (-1.298, 1.185, -4.395)  0.166
H (1.840, 6.186, 3.946)  0.135
C (2.829, 0.387, 5.030)  -0.687
H (-7.286, 2.657, -4.030)  0.067
H (-4.116, -1.778, 0.364)  0.076
H (3.108, 2.230, 4.099)  0.083
N (0.808, -1.623, -4.345)  0.194
N (-4.001, 2.261, 0.305)  0.204
H (6.201, 5.860, 1.815)  0.109
C (-0.855, -1.240, -0.306)  -0.066
N (-2.693, -0.081, 2.189)  0.173
H (-0.346, -1.779, -1.111)  0.031
C (-0.156, 6.648, 3.140)  -0.047
H (-0.336, -2.853, -1.865)  0.051
H (0.552, 4.649, -2.282)  0.112
N (-3.487, -2.900, -2.188)  0.179
H (-3.195, -3.214, 0.450)  0.074
N (1.330, -5.963, 0.920)  -0.115
H (-0.708, -3.794, 0.657)  0.089
H (-0.635, -3.611, 4.459)  0.095
H (1.614, -6.937, 0.882)  0.097
O (-3.834, 0.878, -1.508)  -0.011
H (4.256, 0.971, 3.733)  0.089
H (-1.457, 3.240, -1.742)  0.072
H (-6.219, -2.156, 2.959)  0.123
O (-5.286, 1.047, -3.693)  -0.107
O (-1.271, -7.591, 1.409)  -0.152
N (6.004, -0.392, -1.004)  0.169
C (5.633, 5.209, -0.078)  -0.102
H (-0.575, 0.090, -2.285)  0.051
H (1.576, -3.617, 2.463)  0.136
H (-2.856, 0.680, 1.552)  0.059
N (0.623, 1.530, -5.493)  0.144
H (1.333, 1.267, -6.149)  0.092
H (-0.745, 1.340, -3.564)  0.032
H (-4.264, -2.260, -2.230)  0.103
H (-2.833, -5.860, 0.185)  0.090
C (4.657, -0.305, -0.824)  -0.611
O (-0.353, 3.745, 3.359)  -0.223
C (-6.562, 2.698, -4.847)  -0.097
H (-2.334, -1.669, 3.952)  0.053
H (-4.638, 1.094, -2.961)  0.011
C (-0.656, 1.030, -5.568)  -0.687
O (-4.171, 0.907, 3.612)  0.009
N (1.711, 5.421, 2.019)  0.052
N (2.601, -0.582, -3.471)  0.190
O (0.857, 5.027, -4.306)  -0.177
H (-0.108, -2.011, -4.196)  0.093
H (0.350, 1.859, 3.519)  0.079
H (5.551, 7.124, 0.810)  0.111
C (3.606, -5.551, 0.398)  -0.033
H (-3.593, -4.059, 3.657)  -0.033
C (3.240, 3.380, -4.268)  -0.048
H (-6.620, 3.765, -5.082)  0.067
H (0.959, 4.993, 1.476)  0.047
H (-1.891, -1.531, -0.490)  0.061
H (3.014, 3.547, -2.197)  0.119
H (4.124, -1.053, 1.662)  0.118
C (2.225, -3.709, 1.583)  -0.182
C (-4.430, 1.253, -0.488)  -0.635
C (-0.469, -7.168, 0.337)  -0.239
C (-1.902, 4.416, -0.139)  -0.717
H (0.238, 7.478, 2.547)  0.077
H (3.842, -6.612, 0.359)  0.081
C (-4.549, -2.825, 2.027)  -0.588
H (4.810, -2.270, -0.312)  0.127
C (-0.513, 4.897, -4.557)  -0.121
C (0.672, 4.475, 4.028)  -0.203
O (7.499, 6.660, 0.301)  -0.066
O (-1.065, 0.389, -6.537)  0.004
C (-0.485, -4.811, 1.001)  -0.147
H (-0.805, 4.977, -5.605)  0.090
H (0.591, -7.116, 0.603)  0.012
H (-0.571, -7.798, -0.557)  0.136
O (-2.001, -1.235, -2.769)  0.004
H (-0.547, 2.852, 0.300)  0.063
O (3.392, -2.949, 1.580)  -0.137
H (-1.047, 3.803, 1.608)  0.075
O (3.928, 0.653, -1.045)  -0.009
H (0.554, -4.810, 1.321)  0.020
H (0.226, 4.714, 5.001)  0.132
C (1.352, 4.674, -3.023)  -0.169
H (-6.930, 2.081, -5.665)  0.069
N (1.559, 2.255, -2.820)  0.047
H (5.621, 5.558, -1.109)  0.077
H (0.617, -6.012, 1.647)  0.093
H (-1.564, -4.047, -1.441)  0.042
N (-1.970, 4.056, -1.442)  0.173
H (3.216, 1.514, 0.276)  0.047
N (-2.196, -5.677, -0.586)  0.049
H (3.147, -0.312, -2.664)  0.059
H (4.047, 2.658, -4.150)  0.070
O (1.495, -2.165, -2.242)  -0.012
H (2.738, 3.188, 0.195)  0.076
C (1.653, -1.502, -3.275)  -0.634
H (6.205, 4.281, 0.024)  0.068
H (-4.747, 3.010, -3.746)  0.101
H (-2.533, 4.642, -2.032)  0.110
H (-5.883, -0.092, -0.699)  0.112
H (0.412, -8.633, 2.127)  0.083
C (-0.509, 2.440, 3.872)  -0.079
H (1.954, 5.545, -2.741)  0.125
H (-1.001, -9.560, 1.572)  0.094
H (3.196, -1.684, -0.172)  0.015
C (2.506, -5.204, 1.409)  -0.317
H (1.532, 3.858, 4.312)  0.109
N (-1.062, 3.665, 0.605)  0.187
H (1.603, -3.418, 0.724)  0.135
H (-0.797, -4.659, 2.556)  0.043
N (-5.594, 0.683, -0.128)  0.188
H (2.809, -1.313, 0.511)  0.027
H (-1.218, -4.966, 1.793)  0.011

## Properties
Charge: 0
Energy: -107131.5394 eV
Maximum force: 0.167 Eh/bohr
LUMO energy: -0.0114 Ha
HOMO: -8.45 eV
Frontier orbital gap: 8.14 eV